{"formula": "C93H190N9O9", "method": "wB97M-V/def2-TZVPD", "species": ["O", "O", "O", "O", "O", "O", "O", "O", "O", "N", "N", "N", "N", "N", "N", "N", "N", "N", "C", "C", "C", "C", "C", "C", "C", "C", "C", "C", "C", "C", "C", "C", "C", "C", "C", "C", "C", "C", "C", "C", "C", "C", "C", "C", "C", "C", "C", "C", "C", "C", "C", "C", "C", "C", "C", "C", "C", "C", "C", "C", "C", "C", "C", "C", "C", "C", "C", "C", "C", "C", "C", "C", "C", "C", "C", "C", "C", "C", "C", "C", "C", "C", "C", "C", "C", "C", "C", "C", "C", "C", "C", "C", "C", "C", "C", "C", "C", "C", "C", "C", "C", "C", "C", "C", "C", "C", "C", "C", "C", "C", "C", "H", "H", "H", "H", "H", "H", "H", "H", "H", "H", "H", "H", "H", "H", "H", "H", "H", "H", "H", "H", "H", "H", "H", "H", "H", "H", "H", "H", "H", "H", "H", "H", "H", "H", "H", "H", "H", "H", "H", "H", "H", "H", "H", "H", "H", "H", "H", "H", "H", "H", "H", "H", "H", "H", "H", "H", "H", "H", "H", "H", "H", "H", "H", "H", "H", "H", "H", "H", "H", "H", "H", "H", "H", "H", "H", "H", "H", "H", "H", "H", "H", "H", "H", "H", "H", "H", "H", "H", "H", "H", "H", "H", "H", "H", "H", "H", "H", "H", "H", "H", "H", "H", "H", "H", "H", "H", "H", "H", "H", "H", "H", "H", "H", "H", "H", "H", "H", "H", "H", "H", "H", "H", "H", "H", "H", "H", "H", "H", "H", "H", "H", "H", "H", "H", "H", "H", "H", "H", "H", "H", "H", "H", "H", "H", "H", "H", "H", "H", "H", "H", "H", "H", "H", "H", "H", "H", "H", "H", "H", "H", "H", "H", "H", "H", "H", "H", "H", "H", "H", "H", "H", "H", "H", "H", "H", "H", "H", "H", "H", "H", "H", "H", "H", "H", "H", "H", "H", "H", "H", "H"], "coordinates": [[-9.91281, 0.81192, 31.26326], [-12.96893, -6.53846, 32.53201], [-14.03645, -1.14226, 30.50867], [-18.70501, -3.82882, 29.88941], [-13.55128, 0.77803, 25.80043], [-21.41492, 4.67559, 26.87324], [-11.52872, 5.71568, 27.23213], [-11.10169, -8.10152, 29.15188], [-12.09155, 1.59115, 35.40626], [-13.83595, -7.46863, 32.13395], [-13.57746, 0.38397, 24.39070], [-19.96992, -4.16669, 29.92308], [-11.97906, 4.66944, 27.77990], [-10.82985, -8.49937, 27.91309], [-14.86579, -0.79892, 29.72593], [-13.22779, 2.14631, 35.24589], [-9.96806, -0.38672, 31.48626], [-20.22276, 4.68340, 26.66628], [-19.71537, 2.34155, 27.04766], [-9.76778, -2.67964, 30.76533], [-14.59598, 4.08774, 34.43531], [-19.74338, 5.88267, 25.80843], [-14.75441, 0.44822, 22.17535], [-10.20042, -0.86012, 29.02450], [-10.61740, -8.00160, 25.51058], [-18.39877, 2.64517, 32.87597], [-16.44338, 0.85766, 28.88775], [-14.17903, -8.54744, 32.93848], [-12.97851, -8.97568, 34.02144], [-8.06995, -0.98687, 30.05471], [-20.94399, -1.84216, 29.35029], [-14.69263, -9.84083, 32.28935], [-12.68486, 2.08416, 28.50550], [-15.83478, -2.97191, 28.88599], [-16.85724, -0.22115, 27.79251], [-15.37224, -8.26811, 33.85911], [-15.72559, 2.15915, 35.65484], [-20.53175, 1.10515, 33.13167], [-12.44900, 3.74855, 33.36610], [-15.46248, -3.22707, 34.80343], [-14.22583, 1.74081, 37.59791], [-9.30577, -10.04115, 29.06565], [-19.68441, 3.92273, 29.02537], [-11.08961, 3.86578, 28.73305], [-13.89568, -0.76655, 21.67190], [-13.20415, 3.50500, 34.67877], [-10.59084, -9.50818, 25.35805], [-19.83599, 5.08796, 24.33019], [-15.28993, -8.41260, 30.35547], [-15.59915, -0.90630, 27.30408], [-11.83686, -0.23907, 33.05703], [-19.73241, -3.39736, 27.57014], [-14.63825, -7.15000, 31.00298], [-9.72871, -10.13352, 26.54114], [-16.99403, -0.61535, 30.88953], [-15.39454, 1.83313, 24.01240], [-10.54559, -2.18099, 32.94028], [-22.01344, -4.91153, 30.90561], [-12.95382, -8.21621, 26.60187], [-20.51490, -3.22226, 32.20299], [-14.33282, 5.42741, 28.01819], [-11.48731, -7.80506, 26.78151], [-11.89436, 2.79702, 29.46533], [-12.22338, -5.14990, 35.83893], [-14.20745, -3.95254, 34.72686], [-18.27910, 6.12701, 25.83265], [-19.40958, 3.84204, 27.42152], [-9.47398, -1.29407, 30.29822], [-17.50048, 4.74941, 26.10400], [-13.60654, -2.15992, 28.03037], [-21.65212, 0.45979, 32.24176], [-15.95066, 0.26645, 30.16960], [-13.40034, 4.33427, 27.47460], [-14.38941, -0.00763, 35.63493], [-15.55575, 3.64897, 35.55911], [-19.62152, 2.04588, 32.24557], [-22.79391, -4.18313, 29.78144], [-16.13748, -0.61576, 24.09019], [-15.00282, 0.41648, 23.71722], [-20.62662, 7.27288, 25.86037], [-13.63375, -6.20797, 29.96808], [-22.62986, -0.44953, 32.99421], [-10.39114, -9.88784, 27.86094], [-13.37655, 4.35772, 25.86864], [-15.93865, -6.40013, 31.38291], [-13.73524, 2.92388, 27.80459], [-17.87744, 3.91943, 27.24056], [-10.47754, -0.73730, 32.85780], [-23.88296, 0.16701, 33.56963], [-14.99848, -1.76572, 28.43064], [-15.33443, 1.33815, 30.96440], [-10.56018, 4.99041, 29.66177], [-19.54795, -5.60093, 31.70371], [-22.06926, -3.82581, 28.53424], [-12.70242, -0.81064, 23.96062], [-15.76959, -9.55726, 31.20734], [-9.52719, -0.14164, 33.83897], [-13.68339, -4.65720, 36.03810], [-20.67927, -3.21039, 28.76294], [-14.42383, 1.51857, 35.97351], [-16.54267, -4.07460, 35.50156], [-9.52129, -2.96288, 32.19152], [-12.55109, -0.86186, 22.30422], [-13.22649, -2.24362, 24.34766], [-11.60146, -6.22790, 27.13463], [-17.92857, -3.40414, 35.63471], [-9.96085, 3.22385, 27.85822], [-20.53791, -4.47160, 31.36323], [-11.40189, -0.62204, 24.40206], [-11.47503, -10.84597, 28.32030], [-12.42778, 4.35627, 35.73539], [-14.87942, -0.18569, 26.69356], [-22.96361, -1.24988, 32.33197], [-12.05621, 1.56237, 27.78042], [-15.87338, -3.67180, 27.95991], [-18.62631, 3.34103, 33.75640], [-19.98899, -1.51632, 29.67134], [-11.83926, -0.03310, 22.08193], [-15.07978, 3.84047, 33.46864], [-17.84711, -2.40154, 36.15290], [-20.24771, 4.19509, 24.88723], [-11.48885, -2.66337, 32.62748], [-12.56280, 3.43673, 30.18796], [-14.85669, -10.47791, 33.11700], [-7.78247, -1.07059, 29.02807], [-14.74842, 5.15300, 34.25906], [-13.18501, -1.19217, 27.70924], [-11.57589, -6.24422, 28.22916], [-14.28909, 4.84943, 25.37154], [-13.45128, -8.00303, 27.57663], [-17.08353, -0.03354, 23.96075], [-20.07739, -2.94301, 26.61717], [-12.41857, -8.02214, 34.03201], [-13.67151, -3.99991, 36.89314], [-16.61155, -6.98356, 32.06592], [-12.52835, -5.71153, 26.88508], [-14.44996, -0.27161, 34.53541], [-13.94120, -2.66048, 23.61188], [-17.38997, 0.05213, 31.67363], [-11.17179, -11.83428, 28.78568], [-9.45736, 3.92498, 27.23249], [-24.50137, 0.73425, 32.89052], [-9.23459, 2.62687, 28.35786], [-15.96973, -8.01459, 29.56132], [-16.09436, 1.93330, 34.57357], [-18.67863, -4.04000, 36.18501], [-17.23892, 3.01584, 27.40947], [-13.16500, -2.69104, 28.83087], [-13.77666, -10.35564, 31.72611], [-18.94331, -6.25105, 31.03016], [-19.37555, -4.41128, 27.33703], [-9.93407, 4.38937, 30.26691], [-11.54015, -4.31856, 36.08885], [-15.28939, -3.46025, 29.63889], [-8.54189, -9.28864, 28.95489], [-14.50447, 3.00098, 28.51699], [-10.85918, 0.23317, 24.06869], [-16.94386, -2.86317, 29.12918], [-21.78586, -4.76037, 28.03386], [-14.45127, -5.45306, 36.23201], [-14.50147, 2.36454, 23.79284], [-12.60918, -0.49191, 32.29748], [-11.43935, 3.26792, 33.34423], [-7.40439, -1.68347, 30.65763], [-13.23612, 1.25669, 28.92677], [-15.79208, -3.05145, 33.75958], [-16.39053, -6.18627, 30.49002], [-20.32399, 7.54433, 26.84628], [-16.12120, -7.99001, 33.18888], [-13.46764, -0.35940, 35.95997], [-13.00631, -9.28399, 26.44798], [-16.74715, -1.49083, 31.48382], [-12.12184, 5.34269, 35.36751], [-21.05835, -0.97959, 28.54087], [-11.56187, -9.91108, 25.18425], [-9.63738, -11.20515, 26.28134], [-10.57303, -2.39128, 34.01353], [-15.45458, 5.45867, 28.03916], [-16.49421, 4.18115, 35.48491], [-13.06651, 3.47031, 25.37947], [-14.30449, -4.75693, 34.01220], [-16.71296, -5.08644, 34.92254], [-20.34293, -6.64304, 31.98393], [-11.24132, 5.38571, 30.44081], [-17.76831, -0.79820, 28.01938], [-11.98788, -5.60014, 34.89852], [-20.82042, 3.92477, 29.24142], [-16.03749, -0.49269, 25.16142], [-16.60244, 2.05456, 36.31184], [-13.06077, 1.70769, 37.65841], [-12.32294, -9.67992, 33.60662], [-9.94525, -1.33478, 28.06201], [-9.08000, -3.25680, 30.03708], [-12.36325, 4.80861, 33.06100], [-21.44900, -1.59802, 30.29159], [-20.70613, 5.11510, 23.76133], [-22.69706, -4.98000, 31.79936], [-15.14176, -0.38989, 36.28849], [-9.71578, -3.99164, 32.30025], [-10.71542, -3.16594, 30.67678], [-9.98612, 5.82753, 29.19696], [-18.00586, 3.21196, 32.04794], [-15.05354, 1.03016, 31.93811], [-22.19431, 1.30667, 31.76053], [-19.30545, 1.40546, 27.52014], [-22.04524, -0.96622, 33.77644], [-16.51788, -9.23143, 31.92738], [-14.38710, 1.47323, 21.99709], [-18.81008, -2.75263, 27.61643], [-15.89514, -1.79001, 26.72700], [-11.99947, -1.64064, 21.89176], [-23.02274, -3.19884, 30.26076], [-14.16785, 6.37287, 27.34505], [-16.11277, -1.64467, 23.98032], [-19.26039, 3.24822, 29.75650], [-11.28909, -0.84414, 29.30513], [-9.40023, 0.92331, 33.86970], [-12.13029, -11.12258, 27.50165], [-16.14963, -4.30353, 36.50179], [-13.91390, -0.41835, 20.59736], [-8.51248, -2.75464, 32.54878], [-14.18801, 2.21856, 27.16394], [-17.17543, 0.48113, 26.95271], [-17.91194, 6.54187, 26.81676], [-19.62174, 2.34233, 25.96141], [-16.44059, 4.99808, 26.05597], [-13.79195, -5.29400, 30.35954], [-13.09513, 4.39675, 36.56835], [-10.08354, -9.76628, 24.46667], [-20.21667, 2.92714, 31.87240], [-8.73669, -9.57622, 26.43742], [-20.61119, -3.51753, 33.31358], [-9.91249, 0.20497, 28.94240], [-24.53014, -0.51452, 34.15102], [-21.65551, -5.96371, 30.58137], [-14.29071, 2.80953, 37.80663], [-20.88917, 1.65405, 34.03783], [-9.71432, -9.86826, 30.06013], [-20.82572, 2.31075, 27.04876], [-19.42785, 1.52103, 31.25022], [-13.74253, -2.95247, 27.30750], [-10.49021, 2.58910, 27.13167], [-19.35034, 4.89632, 29.41907], [-16.07586, -10.36245, 30.56850], [-13.79066, -2.24229, 25.28823], [-14.02592, 5.60859, 29.05084], [-16.15092, 2.10966, 31.09333], [-15.81493, 1.58829, 28.48489], [-15.40338, -2.20358, 35.25923], [-18.81292, 4.87611, 23.93967], [-12.56451, 5.10193, 25.82392], [-14.15368, -6.11585, 28.96048], [-15.20362, -7.44729, 34.46134], [-17.83240, -1.02802, 30.26336], [-17.92861, 6.97630, 25.22835], [-13.48556, -9.08289, 34.95376], [-21.18161, -0.14083, 31.48982], [-11.70518, 3.62878, 36.08485], [-12.97361, 3.29262, 32.50038], [-10.71480, -5.62627, 26.88121], [-10.75620, -1.49260, 24.15900], [-21.30827, -2.47059, 32.17099], [-18.85578, -5.39479, 32.53137], [-15.79193, 1.85463, 25.00626], [-9.90132, -0.52118, 34.81393], [-17.69576, 4.67557, 28.03532], [-15.75734, 0.45776, 21.60621], [-14.51350, 1.92442, 30.49152], [-9.60724, -7.61916, 25.71950], [-19.90965, 0.23894, 33.53042], [-17.40466, 1.42882, 29.15548], [-11.05176, -7.44653, 24.68524], [-11.26930, 2.01599, 30.05361], [-17.52895, 4.09243, 25.24726], [-15.53053, -5.50871, 31.91554], [-18.42325, -3.31569, 34.66090], [-15.02792, 3.98850, 36.46923], [-14.52431, -9.12671, 29.76093], [-8.89817, -11.03414, 29.13003], [-14.60017, -1.61714, 21.70800], [-11.34832, -0.61707, 25.46730], [-15.46612, -9.09431, 34.49424], [-23.71856, -4.82822, 29.72006], [-12.32060, -2.80670, 24.37544], [-20.20200, 8.02694, 25.21524], [-21.64793, 7.05254, 25.71100], [-22.70131, -3.21859, 27.86352], [-11.87195, 0.84804, 33.14651], [-19.61280, -2.52024, 31.97919], [-12.62139, -6.47248, 29.94659], [-11.98649, -5.98760, 36.54564], [-8.58379, -0.64848, 33.76692], [-7.83927, 0.07141, 30.26637], [-12.08053, -10.39888, 29.07861], [-13.52822, -3.24632, 34.35977], [-17.66525, 1.85023, 33.22359], [-14.73675, 1.13742, 38.40847], [-16.14170, 2.14738, 23.32355], [-12.12218, -0.58983, 34.07606], [-23.61471, 0.89637, 34.33112], [-13.52631, -7.79672, 25.74762]], "max_force_ev_per_a": 7.3, "gap_ev": [7.00, 7.37], "e_tot_ha": -4826.088142, "total_charge": 0, "lumo_energy_ha": [0.011, -0.035], "e_above_lowest_kj_mol": 1957.3, "multiplicity": 10}